ORCA calculation (wB97M-V/def2-TZVPD) on 11 unconnected molecules or ions with the total composition C49H128N8O15 in a non-equilibrium geometry.

Last columns: bonded neighbours and bond lengths (Å).
Cartesian coordinates (Å):
1 C -18.732 -10.254 7.933  O2 1.402, H7 1.099, H8 1.103, H9 1.085
2 O -19.444 -9.730 6.846  C1 1.402, C3 1.406
3 C -18.951 -10.150 5.598  O2 1.406, C4 1.525, H10 1.105, H11 1.099
4 C -19.684 -9.364 4.516  C3 1.525, C5 1.531, N6 1.475, H12 1.093
5 C -21.079 -9.970 4.337  C4 1.531, H13 1.094, H14 1.087, H15 1.095
6 N -18.933 -9.546 3.259  C4 1.475, H16 1.015, H17 1.021
7 H -17.670 -9.985 7.859  C1 1.099
8 H -18.694 -11.356 7.894  C1 1.103
9 H -19.192 -9.950 8.867  C1 1.085
10 H -17.864 -9.967 5.528  C3 1.105
11 H -19.019 -11.243 5.510  C3 1.099
12 H -19.654 -8.313 4.814  C4 1.093
13 H -21.642 -9.482 3.534  C5 1.094
14 H -21.623 -10.032 5.276  C5 1.087
15 H -20.995 -10.978 3.919  C5 1.095
16 H -19.474 -9.165 2.490  N6 1.015
17 H -18.099 -8.964 3.345  N6 1.021
18 C -11.387 -8.480 2.510  O19 1.420, H24 1.098, H25 1.087, H26 1.095
19 O -11.996 -7.436 3.254  C18 1.420, C20 1.411
20 C -11.520 -7.459 4.582  O19 1.411, C21 1.526, H27 1.100, H28 1.096
21 C -12.407 -6.619 5.496  C20 1.526, C22 1.533, N23 1.478, H29 1.092
22 C -12.646 -5.182 5.019  C21 1.533, H30 1.090, H31 1.089, H32 1.100
23 N -11.818 -6.510 6.847  C21 1.478, H33 1.020, H34 1.023
24 H -10.308 -8.470 2.709  C18 1.098
25 H -11.505 -8.346 1.438  C18 1.087
26 H -11.746 -9.449 2.876  C18 1.095
27 H -11.599 -8.486 4.968  C20 1.100
28 H -10.483 -7.116 4.661  C20 1.096
29 H -13.405 -7.045 5.627  C21 1.092
30 H -11.817 -4.608 4.605  C22 1.090
31 H -13.148 -4.598 5.788  C22 1.089
32 H -13.402 -5.205 4.219  C22 1.100
33 H -10.799 -6.497 6.808  N23 1.020
34 H -11.984 -7.384 7.351  N23 1.023
35 C -13.332 -13.968 2.669  O36 1.397, H41 1.098, H42 1.097, H43 1.089
36 O -12.299 -14.649 2.022  C35 1.397, C37 1.416
37 C -12.695 -15.708 1.170  O36 1.416, C38 1.534, H44 1.098, H45 1.088
38 C -13.313 -16.915 1.889  C37 1.534, C39 1.517, N40 1.482, H46 1.092
39 C -12.408 -17.346 3.028  C38 1.517, H47 1.091, H48 1.093, H49 1.094
40 N -13.452 -18.049 0.946  C38 1.482, H50 1.014, H51 1.018
41 H -13.695 -14.550 3.526  C35 1.098
42 H -14.192 -13.809 2.007  C35 1.097
43 H -13.002 -13.009 3.068  C35 1.089
44 H -13.459 -15.235 0.538  C37 1.098
45 H -11.862 -16.046 0.558  C37 1.088
46 H -14.278 -16.660 2.333  C38 1.092
47 H -11.376 -17.545 2.733  C39 1.091
48 H -12.789 -18.235 3.536  C39 1.093
49 H -12.415 -16.555 3.785  C39 1.094
50 H -12.812 -18.783 1.227  N40 1.014
51 H -13.108 -17.793 0.023  N40 1.018
52 C -17.643 -15.991 7.335  O53 1.402, H58 1.094, H59 1.099, H60 1.090
53 O -16.284 -16.196 7.058  C52 1.402, C54 1.420
54 C -16.092 -16.926 5.856  O53 1.420, C55 1.503, H61 1.099, H62 1.104
55 C -14.688 -17.452 5.751  C54 1.503, C56 1.518, N57 1.462, H63 1.098
56 C -13.691 -16.318 5.593  C55 1.518, H64 1.094, H65 1.092, H66 1.090
57 N -14.550 -18.286 4.559  C55 1.462, H67 1.021, H68 1.016
58 H -18.173 -16.909 7.605  C52 1.094
59 H -18.149 -15.510 6.487  C52 1.099
60 H -17.716 -15.282 8.160  C52 1.090
61 H -16.899 -17.645 5.658  C54 1.099
62 H -16.283 -16.173 5.071  C54 1.104
63 H -14.446 -18.030 6.653  C55 1.098
64 H -12.663 -16.693 5.606  C56 1.094
65 H -13.725 -15.616 6.429  C56 1.092
66 H -13.811 -15.771 4.657  C56 1.090
67 H -15.139 -19.119 4.617  N57 1.021
68 H -13.641 -18.730 4.471  N57 1.016
69 C -15.846 -5.652 7.254  O70 1.422, H78 1.097, H79 1.090, H80 1.088
70 O -16.040 -6.879 7.946  C69 1.422, C71 1.418
71 C -15.060 -7.117 8.943  O70 1.418, C72 1.511, H81 1.097, H82 1.098
72 C -15.103 -8.597 9.247  C71 1.511, N73 1.473, H83 1.090, H84 1.096
73 N -14.135 -8.939 10.303  C72 1.473, C74 1.489, H85 1.017
74 C -14.315 -10.361 10.708  N73 1.489, C75 1.524, H86 1.093, H87 1.091
75 C -14.340 -11.357 9.555  C74 1.524, O76 1.407, H88 1.099, H89 1.094
76 O -15.636 -11.516 9.033  C75 1.407, C77 1.427
77 C -15.718 -12.311 7.851  O76 1.427, H90 1.094, H91 1.085, H92 1.094
78 H -15.063 -5.895 6.525  C69 1.097
79 H -15.549 -4.813 7.883  C69 1.090
80 H -16.775 -5.462 6.720  C69 1.088
81 H -15.204 -6.516 9.850  C71 1.097
82 H -14.102 -6.822 8.496  C71 1.098
83 H -14.902 -9.152 8.330  C72 1.090
84 H -16.118 -8.894 9.537  C72 1.096
85 H -14.444 -8.428 11.127  N73 1.017
86 H -15.226 -10.485 11.299  C74 1.093
87 H -13.406 -10.596 11.262  C74 1.091
88 H -13.972 -12.280 10.025  C75 1.099
89 H -13.626 -11.135 8.756  C75 1.094
90 H -15.438 -11.739 6.962  C77 1.094
91 H -16.764 -12.596 7.794  C77 1.085
92 H -15.039 -13.158 7.985  C77 1.094
93 C -17.772 -13.083 3.870  O94 1.415, H102 1.097, H103 1.089, H104 1.094
94 O -16.759 -12.966 4.851  C93 1.415, C95 1.420
95 C -15.459 -12.881 4.287  O94 1.420, C96 1.513, H105 1.095, H106 1.095
96 C -15.043 -11.492 3.857  C95 1.513, N97 1.469, H107 1.092, H108 1.097
97 N -15.653 -11.136 2.569  C96 1.469, C98 1.491, H109 1.018
98 C -14.971 -9.954 1.969  N97 1.491, C99 1.507, H110 1.095, H111 1.091
99 C -14.927 -8.746 2.869  C98 1.507, O100 1.417, H112 1.095, H113 1.099
100 O -16.246 -8.297 3.126  C99 1.417, C101 1.414
101 C -16.328 -7.425 4.236  O100 1.414, H114 1.093, H115 1.094, H116 1.090
102 H -18.147 -12.127 3.483  C93 1.097
103 H -18.633 -13.563 4.333  C93 1.089
104 H -17.436 -13.602 2.968  C93 1.094
105 H -15.359 -13.609 3.474  C95 1.095
106 H -14.807 -13.235 5.093  C95 1.095
107 H -13.958 -11.496 3.734  C96 1.092
108 H -15.363 -10.764 4.612  C96 1.097
109 H -16.607 -10.800 2.678  N97 1.018
110 H -15.611 -9.705 1.117  C98 1.095
111 H -13.982 -10.196 1.579  C98 1.091
112 H -14.386 -7.874 2.484  C99 1.095
113 H -14.434 -8.974 3.825  C99 1.099
114 H -15.540 -6.671 4.151  C101 1.093
115 H -16.261 -7.938 5.200  C101 1.094
116 H -17.280 -6.894 4.240  C101 1.090
117 C -9.760 -11.915 2.607  O118 1.414, H126 1.098, H127 1.090, H128 1.091
118 O -10.152 -11.018 3.627  C117 1.414, C119 1.418
119 C -9.285 -9.935 3.922  O118 1.418, C120 1.543, H129 1.094, H130 1.098
120 C -8.228 -10.284 4.990  C119 1.543, N121 1.475, H131 1.091, H132 1.093
121 N -8.856 -11.192 5.969  C120 1.475, C122 1.473, H133 1.019
122 C -9.695 -10.459 6.932  N121 1.473, C123 1.522, H134 1.096, H135 1.086
123 C -10.424 -11.526 7.737  C122 1.522, O124 1.407, H136 1.104, H137 1.088
124 O -11.449 -12.148 7.001  C123 1.407, C125 1.398
125 C -12.264 -11.304 6.242  O124 1.398, H138 1.087, H139 1.101, H140 1.099
126 H -9.623 -11.405 1.644  C117 1.098
127 H -10.635 -12.533 2.405  C117 1.090
128 H -8.871 -12.511 2.818  C117 1.091
129 H -9.941 -9.144 4.296  C119 1.094
130 H -8.828 -9.554 2.999  C119 1.098
131 H -7.850 -9.343 5.394  C120 1.091
132 H -7.373 -10.802 4.549  C120 1.093
133 H -9.462 -11.706 5.330  N121 1.019
134 H -10.425 -9.891 6.344  C122 1.096
135 H -9.096 -9.807 7.562  C122 1.086
136 H -10.859 -11.084 8.650  C123 1.104
137 H -9.807 -12.341 8.108  C123 1.088
138 H -13.011 -11.915 5.742  C125 1.087
139 H -11.665 -10.849 5.437  C125 1.101
140 H -12.690 -10.502 6.860  C125 1.099
141 C -17.209 -12.605 -5.893  O142 1.415, H150 1.086, H151 1.092, H152 1.099
142 O -16.430 -12.660 -4.714  C141 1.415, C143 1.409
143 C -17.229 -12.795 -3.561  O142 1.409, C144 1.520, H153 1.098, H154 1.098
144 C -16.441 -13.433 -2.428  C143 1.520, N145 1.450, H155 1.094, H156 1.101
145 N -17.206 -13.501 -1.199  C144 1.450, C146 1.478, H157 1.015
146 C -16.465 -14.198 -0.127  N145 1.478, C147 1.517, H158 1.093, H159 1.097
147 C -17.061 -13.930 1.242  C146 1.517, O148 1.409, H160 1.100, H161 1.096
148 O -18.359 -14.470 1.348  C147 1.409, C149 1.399
149 C -18.954 -14.172 2.578  O148 1.399, H162 1.094, H163 1.098, H164 1.091
150 H -16.558 -12.258 -6.689  C141 1.086
151 H -18.128 -12.041 -5.722  C141 1.092
152 H -17.538 -13.607 -6.201  C141 1.099
153 H -18.142 -13.367 -3.773  C143 1.098
154 H -17.581 -11.799 -3.258  C143 1.098
155 H -15.531 -12.853 -2.248  C144 1.094
156 H -16.069 -14.405 -2.788  C144 1.101
157 H -18.035 -14.076 -1.313  N145 1.015
158 H -15.438 -13.824 -0.125  C146 1.093
159 H -16.470 -15.266 -0.378  C146 1.097
160 H -17.062 -12.832 1.316  C147 1.100
161 H -16.447 -14.383 2.029  C147 1.096
162 H -19.071 -13.101 2.765  C149 1.094
163 H -18.426 -14.599 3.441  C149 1.098
164 H -19.936 -14.642 2.650  C149 1.091
165 C -17.413 -8.557 -0.013  C166 1.500, H169 1.099, H170 1.092, H171 1.089
166 C -17.455 -10.041 0.199  C165 1.500, C167 1.538, O168 1.422, H172 1.099
167 C -18.862 -10.622 -0.021  C166 1.538, H173 1.095, H174 1.093, H175 1.094
168 O -16.551 -10.661 -0.707  C166 1.422, H176 0.970
169 H -17.782 -8.275 -1.010  C165 1.099
170 H -16.370 -8.237 -0.074  C165 1.092
171 H -18.017 -7.912 0.622  C165 1.089
172 H -17.137 -10.294 1.220  C166 1.099
173 H -19.594 -9.957 0.448  C167 1.095
174 H -19.055 -11.641 0.323  C167 1.093
175 H -19.115 -10.707 -1.082  C167 1.094
176 H -16.713 -11.617 -0.692  O168 0.970
177 C -18.727 -18.649 2.323  C178 1.519, H181 1.093, H182 1.091, H183 1.090
178 C -18.705 -17.160 2.023  C177 1.519, C179 1.530, O180 1.424, H184 1.092
179 C -17.252 -16.682 1.965  C178 1.530, H185 1.096, H186 1.092, H187 1.090
180 O -19.397 -16.811 0.829  C178 1.424, H188 0.964
181 H -18.303 -18.799 3.319  C177 1.093
182 H -18.129 -19.217 1.609  C177 1.091
183 H -19.744 -19.042 2.324  C177 1.090
184 H -19.241 -16.629 2.812  C178 1.092
185 H -16.622 -17.371 1.391  C179 1.096
186 H -16.816 -16.725 2.966  C179 1.092
187 H -17.092 -15.703 1.513  C179 1.090
188 H -18.844 -17.056 0.077  O180 0.964
189 C -15.446 -5.126 1.353  C190 1.518, H193 1.085, H194 1.092, H195 1.096
190 C -14.488 -3.958 1.511  C189 1.518, C191 1.513, O192 1.440, H196 1.094
191 C -13.781 -3.625 0.216  C190 1.513, H197 1.089, H198 1.099, H199 1.094
192 O -15.241 -2.787 1.877  C190 1.440, H200 0.962
193 H -16.050 -5.351 2.226  C189 1.085
194 H -14.888 -5.989 0.983  C189 1.092
195 H -16.092 -4.929 0.490  C189 1.096
196 H -13.805 -4.212 2.327  C190 1.094
197 H -14.452 -3.414 -0.615  C191 1.089
198 H -13.117 -4.410 -0.172  C191 1.099
199 H -13.063 -2.815 0.374  C191 1.094
200 H -14.604 -2.096 2.084  O192 0.962

## Properties
ΔE to the lowest compared entry with this formula, charge and spin   120.0 kcal per mole
Total energy   -95506.63853 eV
Total charge   0
LUMO energy   0.58 eV
Gap between HOMO and LUMO   9.26 eV
Multiplicity   1

Löwdin population analysis, charges in e, atoms 1 to 99: C -0.10; O -0.17; C -0.22; C -0.40; C -0.05; N 0.07; H 0.07; H 0.08; H 0.09; H 0.12; H 0.12; H 0.14; H 0.07; H 0.08; H 0.07; H 0.06; H 0.04; C -0.09; O -0.17; C -0.22; C -0.41; C -0.06; N 0.04; H 0.06; H 0.10; H 0.09; H 0.11; H 0.14; H 0.12; H 0.08; H 0.07; H 0.05; H 0.07; H 0.06; C -0.11; O -0.17; C -0.18; C -0.41; C -0.08; N 0.05; H 0.06; H 0.09; H 0.08; H 0.11; H 0.13; H 0.11; H 0.10; H 0.04; H 0.04; H 0.06; H 0.06; C -0.12; O -0.18; C -0.21; C -0.39; C -0.06; N 0.04; H 0.09; H 0.08; H 0.09; H 0.12; H 0.11; H 0.14; H 0.09; H 0.09; H 0.04; H 0.09; H 0.05; C -0.09; O -0.20; C -0.22; C -0.22; N -0.06; C -0.19; C -0.24; O -0.21; C -0.07; H 0.06; H 0.09; H 0.09; H 0.13; H 0.11; H 0.11; H 0.12; H 0.10; H 0.12; H 0.11; H 0.12; H 0.10; H 0.07; H 0.07; H 0.10; C -0.24; O -0.13; C -0.22; C -0.19; N -0.01; C -0.16; C -0.21